No. 1
DFT (ωB97M-V/def2-TZVPD) results for C18H22N4OSV as an isolated structure.

- Max |F|: 0.4 eV Å⁻¹
- Total charge: +1
- E_tot: -63546.2325 eV
- Spin multiplicity: 3
- Relative energy (zero: lowest compared OMol25 entry of this formula, charge and spin): 4.796 eV
- Expectation value of S²: 2.06
- Frontier orbital gap (alpha / beta): 7.03 / 6.35 eV

Geometry (Å):
1 V 0.267105 0.726536 -0.490895
2 C -3.283861 -0.028446 0.655663
3 C -2.747632 1.337848 0.377023
4 C -3.653340 2.422581 0.159975
5 C -3.195979 3.704815 -0.172586
6 C -1.856903 3.924927 -0.306683
7 C -1.083470 5.186375 -0.183295
8 C 1.064084 5.344259 0.184631
9 C 2.037104 4.194838 0.249067
10 C 1.437623 3.113765 0.743800
11 S 2.013567 1.431168 0.708275
12 C -0.908280 2.812035 -0.063019
13 N -1.459499 1.509637 0.308884
14 H -3.912767 -0.007678 1.546566
15 H -2.479531 -0.745055 0.804968
16 H -3.910691 -0.356272 -0.175265
17 H -4.710036 2.226192 0.271623
18 H -3.901319 4.520883 -0.267544
19 H -1.700148 6.085499 -0.157731
20 H 1.500662 6.327628 0.357341
21 H 3.047774 4.228372 -0.133149
22 N -0.523961 5.480487 2.303482
23 C -0.155744 4.924755 1.043434
24 C -0.000843 3.387101 1.081226
25 N -0.120933 2.351052 -1.236701
26 C 0.367339 3.223880 -2.207372
27 C 0.449508 4.555157 -2.130928
28 N 0.140322 5.358558 -1.006122
29 H 0.062423 5.149141 3.059742
30 H -0.502234 6.492605 2.299616
31 H -0.329612 2.961500 2.031091
32 H 0.679584 2.728383 -3.117839
33 H 0.835825 5.080056 -2.997784
34 C -1.030713 -2.223493 -2.652375
35 C 0.236933 -1.389494 -2.649893
36 C 0.198985 -0.290386 -3.696371
37 C 1.486843 -2.241412 -2.765589
38 O 0.302974 -0.750312 -1.331041
39 H -1.119658 -2.755280 -3.599806
40 H -1.909512 -1.587799 -2.534820
41 H -1.009091 -2.957368 -1.847530
42 H 0.135994 -0.730472 -4.691590
43 H 1.109443 0.311125 -3.654710
44 H -0.669619 0.355559 -3.554530
45 H 1.487963 -2.758443 -3.725575
46 H 1.519759 -2.987099 -1.972443
47 H 2.382161 -1.622309 -2.708624

Forces on the atoms, in the same order (eV/Å):
V -0.212 0.265 0.150
C 0.002 0.007 -0.014
C -0.019 -0.036 0.014
C 0.014 0.022 -0.008
C -0.011 -0.031 0.002
C 0.039 0.044 0.024
C -0.007 -0.004 -0.002
C 0.006 0.009 -0.006
C -0.009 -0.005 0.007
C 0.002 -0.010 -0.006
S 0.110 0.046 0.065
C -0.003 -0.149 -0.018
N 0.052 0.014 -0.060
H 0.002 0.003 0.004
H 0.003 0.002 0.000
H -0.003 -0.004 0.006
H -0.003 0.008 -0.002
H 0.002 0.003 -0.001
H 0.000 0.001 -0.001
H 0.004 -0.003 0.004
H 0.001 0.004 0.000
N 0.004 0.001 0.000
C 0.000 -0.013 0.002
C -0.003 0.019 0.004
N 0.021 -0.043 -0.011
C -0.015 -0.016 -0.005
C 0.008 -0.013 -0.001
N -0.013 -0.001 0.002
H 0.000 0.000 0.000
H -0.002 -0.001 0.000
H 0.003 -0.003 0.001
H 0.005 0.017 -0.010
H -0.001 0.001 0.003
C -0.011 -0.017 -0.033
C -0.038 0.042 0.148
C 0.012 -0.008 -0.041
C 0.004 -0.029 -0.038
O 0.064 -0.127 -0.240
H 0.003 0.001 0.003
H -0.005 -0.001 0.006
H 0.000 0.001 0.006
H -0.002 0.001 0.004
H 0.002 0.000 0.010
H -0.004 0.000 0.009
H 0.000 0.000 0.005
H 0.001 0.003 0.008
H 0.000 -0.001 0.011

No. 2
DFT (ωB97M-V/def2-TZVPD) results for C2H2ClF2NO as an isolated structure in a non-equilibrium geometry.

- Max |F|: 5.3 eV Å⁻¹
- Total charge: 0
- E_tot: -23599.6986 eV
- Spin multiplicity: 1
- Relative energy (zero: lowest compared OMol25 entry of this formula, charge and spin): 1.655 eV
- Frontier orbital gap: 10.25 eV

Geometry (Å):
1 C 0.813835 0.807625 0.983268
2 C -0.661123 -0.476351 -1.072755
3 N -0.122267 -0.116360 0.788473
4 O 1.278183 1.561736 0.176889
5 F -1.534708 -1.458103 -0.927970
6 F -1.274714 0.618013 -1.448437
7 Cl 0.737453 -0.883581 -1.962444
8 H 1.086308 0.834435 2.065035
9 H -0.322966 -0.887413 1.397941

Forces on the atoms, in the same order (eV/Å):
C 0.182 -0.232 1.506
C 0.672 0.998 4.320
N -2.035 -1.140 -4.783
O 0.301 0.573 -0.823
F 0.393 0.184 -0.164
F 0.332 -0.374 -0.068
Cl -0.151 -0.013 -0.123
H 0.163 0.073 -0.150
H 0.143 -0.068 0.285

No. 3
DFT (ωB97M-V/def2-TZVPD) results for an isolated ion of composition C2H3N4O3S and charge -1 in a non-equilibrium geometry.

- Max |F|: 5.7 eV Å⁻¹
- Total charge: -1
- E_tot: -25060.9891 eV
- Spin multiplicity: 1
- Relative energy (zero: lowest compared OMol25 entry of this formula, charge and spin): 0.712 eV
- SMILES string: Nc1cn(S(=O)(=O)[O-])nn1
- Frontier orbital gap: 9.03 eV

Geometry (Å):
1 N -2.633453 -0.422815 0.520010
2 C -1.301440 -0.195904 0.541347
3 C -0.322463 -0.650294 -0.300325
4 N 0.913097 0.131632 0.261840
5 S 2.326827 0.241630 -0.735425
6 O 1.844234 0.964010 -1.896421
7 O 3.190828 0.990564 0.138635
8 O 2.624370 -1.171018 -0.949273
9 N 0.563266 0.796444 1.304608
10 N -0.731323 0.705625 1.492714
11 H -3.191933 -0.301325 -0.350953
12 H -3.232470 0.247249 1.057733
13 H -0.049541 -1.335798 -1.084492

Forces on the atoms, in the same order (eV/Å):
N -4.835 0.822 0.008
C 3.361 1.471 -0.460
C 3.297 2.685 2.343
N -4.279 -3.347 -1.765
S 0.587 -0.003 0.152
O 0.144 -0.439 0.213
O 0.446 -0.226 -0.221
O -0.094 0.963 -0.030
N -1.205 0.777 -0.241
N -0.144 -1.232 -0.496
H 1.713 -0.719 0.112
H 1.624 -0.785 0.436
H -0.614 0.034 -0.051

No. 4
DFT (ωB97M-V/def2-TZVPD) results for C20H19GeO5Pd as an isolated structure.

- Max |F|: 0.8 eV Å⁻¹
- Total charge: +1
- E_tot: -91274.0735 eV
- Spin multiplicity: 3
- Relative energy (zero: lowest compared OMol25 entry of this formula, charge and spin): 0.000 eV
- Expectation value of S²: 2.01
- Frontier orbital gap (alpha / beta): 9.35 / 6.53 eV

Geometry (Å):
1 Pd -0.037919 2.261547 0.282756
2 O -2.106823 1.963500 0.700180
3 C -2.242906 1.857775 -0.568598
4 O -1.478881 2.543407 -1.292105
5 C -3.084061 0.761822 -1.150015
6 C -2.886172 0.651460 -2.673447
7 C -3.869702 -0.376549 -3.248430
8 C -3.190474 -1.710318 -2.847520
9 C -1.997680 -1.188319 -2.043130
10 O -1.620087 -0.011848 -2.742578
11 C -2.530600 -0.630497 -0.686460
12 C -1.481211 -0.743575 0.392999
13 O -1.547127 -1.568978 1.265337
14 O -0.328585 -0.000048 0.327063
15 H -4.121976 0.888874 -0.843086
16 H -2.833047 1.604640 -3.188433
17 H -3.938359 -0.272571 -4.328495
18 H -4.871415 -0.262909 -2.835444
19 H -2.834667 -2.251534 -3.721516
20 H -3.831897 -2.374560 -2.270934
21 H -1.150621 -1.864719 -1.955419
22 H -3.340533 -1.252551 -0.314517
23 Ge 0.747698 -0.343672 1.858337
24 C 1.972940 -1.691323 1.285576
25 C 2.569930 -2.539695 2.217495
26 C 3.480112 -3.498762 1.800894
27 C 3.794619 -3.615633 0.454000
28 C 3.200071 -2.778292 -0.479847
29 C 2.290198 -1.816942 -0.066993
30 C 1.460096 1.499496 1.878438
31 C 1.036977 2.432770 2.843984
32 C 1.453317 3.758322 2.794092
33 C 2.275010 4.190913 1.767715
34 C 2.695550 3.294361 0.791663
35 C 2.300103 1.954452 0.857299
36 H -0.055742 -0.494450 3.137070
37 H 2.321004 -2.463955 3.269777
38 H 3.939334 -4.159287 2.523736
39 H 4.501942 -4.367179 0.129553
40 H 3.441893 -2.878393 -1.529566
41 H 1.815484 -1.178964 -0.804787
42 H 0.365513 2.118169 3.634622
43 H 1.119153 4.451506 3.554228
44 H 2.588333 5.225037 1.721570
45 H 3.338620 3.623354 -0.013631
46 H 2.672589 1.254118 0.116569

Forces on the atoms, in the same order (eV/Å):
Pd -0.117 0.208 0.321
O -0.286 -0.083 -0.035
C -0.057 -0.065 0.154
O 0.409 0.092 -0.240
C 0.019 0.011 0.053
C -0.033 0.026 0.007
C 0.011 -0.007 -0.014
C 0.001 0.020 0.009
C -0.018 -0.073 0.009
O 0.039 0.029 -0.019
C -0.047 -0.011 0.006
C 0.226 -0.018 -0.002
O -0.064 -0.031 0.014
O -0.131 0.023 -0.025
H 0.017 -0.015 0.038
H 0.003 0.002 0.005
H 0.002 -0.002 0.001
H -0.001 0.000 0.000
H 0.000 0.001 -0.001
H 0.000 0.002 0.001
H -0.004 0.002 0.008
H -0.010 0.016 0.013
Ge -0.003 -0.076 0.016
C 0.032 -0.056 0.044
C -0.023 0.031 0.018
C 0.009 -0.005 -0.033
C -0.001 0.000 0.009
C 0.005 -0.005 -0.001
C -0.020 0.028 -0.015
C -0.395 -0.133 0.350
C -0.128 -0.088 0.026
C -0.156 -0.049 0.203
C 0.147 0.092 -0.192
C 0.035 -0.056 -0.103
C 0.457 0.217 -0.645
H 0.001 -0.031 0.013
H 0.006 -0.008 0.000
H -0.006 0.004 0.009
H 0.000 0.000 0.001
H -0.003 0.005 0.000
H 0.001 -0.003 -0.003
H 0.007 -0.014 -0.004
H 0.003 0.006 -0.003
H 0.002 0.000 -0.006
H 0.007 0.003 0.008
H 0.064 0.010 0.009

No. 5
DFT (ωB97M-V/def2-TZVPD) results for CBrF3O2S as an isolated structure in a non-equilibrium geometry.

- Max |F|: 7.4 eV Å⁻¹
- Total charge: 0
- E_tot: -94156.2107 eV
- Spin multiplicity: 3
- Expectation value of S²: 2.01
- Frontier orbital gap (alpha / beta): 8.13 / 6.96 eV

Geometry (Å):
1 C 0.751472 0.312440 0.667493
2 O -1.464216 -1.130732 0.879631
3 O -0.596136 -0.828370 -1.442410
4 F 0.759783 -0.133115 1.888699
5 F 0.755300 1.692585 0.748486
6 F 1.862884 -0.088520 0.008865
7 S -1.035150 -0.079959 0.024291
8 Br -1.033937 0.255670 -2.775054

Forces on the atoms, in the same order (eV/Å):
C 0.247 1.477 -0.676
O -0.760 -1.087 1.185
O 1.693 -3.228 5.817
F 0.390 -0.564 0.670
F 0.273 -1.136 -0.430
F -1.339 0.315 0.433
S 1.120 0.108 -1.095
Br -1.624 4.116 -5.903

No. 6
DFT (ωB97M-V/def2-TZVPD) results for one molecule with the formula C21H32N2O4S.

- Max |F|: 0.9 eV Å⁻¹
- Total charge: 0
- E_tot: -44303.9869 eV
- Spin multiplicity: 1
- Relative energy (zero: lowest compared OMol25 entry of this formula, charge and spin): 0.078 eV
- SMILES string: CCC[C@@H](C)NC(=O)CSc1ccccc1C(=O)OCC(=O)N[C@@H](C)CCC
- Frontier orbital gap: 8.98 eV

Geometry (Å):
1 C -4.622199 -0.919634 0.015061
2 C -4.684902 -0.388121 1.441946
3 C -3.319554 -0.035873 2.034860
4 C -2.613540 1.139987 1.349510
5 C -1.567254 1.772744 2.269991
6 N -1.962852 0.715864 0.126039
7 C -2.107342 1.339609 -1.053986
8 O -2.910024 2.221118 -1.273562
9 C -1.186930 0.811924 -2.150400
10 S 0.512722 0.464097 -1.579792
11 C 0.990804 1.960901 -0.771743
12 C 0.312493 3.152948 -1.001506
13 C 0.663567 4.305490 -0.324112
14 C 1.698330 4.294897 0.598834
15 C 2.391735 3.123266 0.817797
16 C 2.060971 1.952744 0.135729
17 C 2.887561 0.763983 0.433822
18 O 3.609219 0.661869 1.394222
19 O 2.757061 -0.192587 -0.504388
20 C 3.465057 -1.408287 -0.322528
21 C 2.585045 -2.567347 0.164842
22 O 3.048402 -3.677395 0.305777
23 N 1.311305 -2.232661 0.418023
24 C 0.313544 -3.180843 0.868559
25 C -0.038762 -2.904896 2.330620
26 C -0.926567 -3.120019 -0.026759
27 C -0.604703 -3.326208 -1.505404
28 C -1.872333 -3.360243 -2.350986
29 H -5.606872 -1.258681 -0.298293
30 H -4.300347 -0.144796 -0.674435
31 H -3.936206 -1.761702 -0.051917
32 H -5.145025 -1.145369 2.081435
33 H -5.323172 0.497135 1.467086
34 H -3.461329 0.224199 3.085371
35 H -2.670419 -0.914631 1.999630
36 H -3.347218 1.896487 1.053586
37 H -2.041979 2.185914 3.155055
38 H -1.045228 2.575067 1.752116
39 H -0.834541 1.030908 2.584502
40 H -1.227054 0.029130 0.217270
41 H -1.548282 -0.157967 -2.497511
42 H -1.178493 1.498431 -2.996413
43 H -0.497456 3.198730 -1.709726
44 H 0.117687 5.215520 -0.521334
45 H 1.962630 5.193335 1.133892
46 H 3.210124 3.077527 1.520035
47 H 3.898780 -1.683905 -1.286550
48 H 4.268610 -1.260565 0.408436
49 H 1.007614 -1.294342 0.201980
50 H 0.782500 -4.167181 0.787550
51 H -0.448732 -1.902382 2.444153
52 H -0.772935 -3.623228 2.684825
53 H 0.851604 -2.983972 2.948564
54 H -1.624146 -3.892675 0.302487
55 H -1.421070 -2.153040 0.102500
56 H -0.060228 -4.264269 -1.626577
57 H 0.045597 -2.520691 -1.854272
58 H -2.505414 -4.194853 -2.057940
59 H -2.446258 -2.442970 -2.228084
60 H -1.625891 -3.472152 -3.403775

Forces on the atoms, in the same order (eV/Å):
C -0.165 0.104 0.145
C 0.239 -0.144 -0.034
C -0.303 0.289 -0.148
C -0.012 0.064 0.351
C -0.227 0.054 -0.213
N -0.017 -0.210 0.209
C 0.284 -0.400 -0.195
O -0.306 0.360 -0.111
C 0.509 0.284 0.125
S -0.601 -0.263 -0.599
C 0.048 -0.085 -0.030
C 0.006 0.013 -0.031
C 0.054 0.005 0.070
C -0.047 0.044 -0.031
C 0.016 -0.189 -0.041
C -0.182 0.330 -0.051
C 0.387 -0.082 0.523
O -0.149 0.009 -0.213
O 0.085 0.132 -0.058
C 0.571 -0.541 0.247
C 0.049 0.642 -0.117
O 0.334 -0.312 -0.031
N -0.303 0.191 0.039
C -0.219 -0.114 0.277
C 0.159 -0.200 -0.236
C 0.538 -0.152 -0.207
C -0.335 0.042 0.119
C 0.265 -0.021 0.021
H -0.073 -0.058 -0.098
H 0.020 0.022 -0.139
H 0.104 -0.109 -0.064
H -0.072 0.055 0.024
H -0.069 0.018 0.084
H 0.078 -0.030 0.061
H 0.104 -0.060 0.077
H 0.062 -0.101 0.051
H -0.027 0.028 0.158
H 0.079 0.064 -0.039
H 0.106 -0.105 0.062
H -0.010 0.146 -0.104
H 0.019 -0.018 -0.019
H -0.150 -0.007 0.112
H -0.102 -0.020 -0.057
H -0.052 0.090 -0.012
H 0.040 0.078 0.048
H 0.057 0.007 0.060
H -0.100 0.034 0.125
H -0.169 -0.107 -0.188
H 0.052 -0.049 -0.076
H -0.096 0.121 -0.016
H -0.067 0.129 0.018
H -0.130 -0.062 0.086
H 0.064 0.012 0.094
H -0.099 0.041 0.064
H -0.136 0.060 0.063
H 0.115 0.000 -0.017
H 0.081 -0.052 0.000
H -0.124 -0.064 -0.001
H -0.117 0.094 0.000
H -0.069 -0.010 -0.137